1.
{"formula": "C3H6OS2", "method": "ωB97M-V/def2-TZVPD", "gap_ev": 9.886, "spin_multiplicity": 1, "lumo_ev": 0.5, "energy_ha": -989.5014, "smiles": "O=CCCSS", "elements": ["O", "C", "C", "C", "S", "S", "H", "H", "H", "H", "H", "H"], "positions_angstrom": [[0.48646, -1.59918, 1.42802], [0.97848, -0.98994, 0.52272], [0.20964, -0.81999, -0.77625], [-0.96733, 0.16206, -0.66793], [-0.58989, 1.89028, -0.39240], [0.60894, 1.98874, 1.25301], [1.94260, -0.46387, 0.59606], [0.88452, -0.55030, -1.60004], [-0.14097, -1.82095, -0.99474], [-1.50241, 0.11659, -1.62269], [-1.66972, -0.28315, 0.02744], [-0.24032, 2.36972, 2.22680]]}

2.
{"formula": "C3H7NO2", "method": "ωB97M-V/def2-TZVPD", "gap_ev": 10.348, "spin_multiplicity": 1, "lumo_ev": 0.6, "energy_ha": -323.7439, "smiles": "CC(=O)NCO", "elements": ["C", "C", "O", "N", "C", "O", "H", "H", "H", "H", "H", "H", "H"], "positions_angstrom": [[0.16190, -1.95284, -0.72301], [0.69983, -0.59875, -0.29817], [1.85972, -0.27612, -0.42861], [-0.32099, 0.30038, -0.04627], [0.05160, 1.55666, 0.55136], [-1.02664, 2.40163, 0.72028], [-0.41730, -2.39770, 0.08346], [0.99086, -2.59881, -0.99662], [-0.48509, -1.84466, -1.59172], [-1.29496, 0.04650, -0.07986], [0.79338, 2.05442, -0.08133], [0.61413, 1.25453, 1.49920], [-1.62643, 2.05476, 1.39129]]}

3.
{"formula": "C19H25BO5P2", "method": "ωB97M-V/def2-TZVPD", "gap_ev": 9.268, "spin_multiplicity": 1, "lumo_ev": -0.2, "energy_ha": -1822.8828, "smiles": "O=P(O)(O)PCB(O)O.c1ccccc1.c1ccccc1.c1ccccc1", "elements": ["O", "P", "O", "O", "P", "C", "B", "O", "O", "H", "H", "H", "H", "H", "H", "H", "C", "C", "C", "C", "C", "C", "H", "H", "H", "H", "H", "H", "C", "C", "C", "C", "C", "C", "H", "H", "H", "H", "H", "H", "C", "C", "C", "C", "C", "C", "H", "H", "H", "H", "H", "H"], "positions_angstrom": [[3.24384, 0.58204, 7.41386], [2.85891, 0.32420, 5.98259], [3.39413, -1.19337, 5.56869], [3.62002, 1.50052, 5.06353], [0.71301, 0.62386, 5.74782], [-0.07569, -0.74705, 4.71381], [-1.63298, -0.78094, 5.16752], [-2.50818, 0.10459, 4.47584], [-2.05120, -1.64301, 6.19549], [2.68474, -1.72260, 5.19254], [3.13481, 1.54624, 4.23060], [0.54793, 1.82999, 4.98952], [0.41259, -1.71897, 4.89414], [-0.04323, -0.47899, 3.64219], [-2.43379, 0.92925, 4.96373], [-1.65720, -1.29515, 6.99991], [1.10266, 3.97750, 0.42777], [2.31773, 4.63375, 0.27334], [3.50698, 3.97251, 0.55523], [3.48124, 2.65521, 0.99584], [2.26494, 2.00180, 1.15853], [1.07574, 2.66183, 0.87333], [0.17632, 4.49111, 0.20150], [2.33804, 5.66136, -0.06777], [4.45352, 4.48339, 0.43170], [4.40806, 2.13854, 1.21337], [2.24376, 0.97513, 1.50783], [0.12821, 2.15141, 0.99769], [-0.39985, 0.74189, -2.33180], [-0.45840, 2.12909, -2.28245], [-1.65656, 2.78409, -2.53912], [-2.79620, 2.05167, -2.84949], [-2.73558, 0.66483, -2.90734], [-1.53815, 0.00963, -2.64711], [0.53306, 0.23144, -2.12526], [0.42991, 2.69969, -2.04302], [-1.70267, 3.86559, -2.49735], [-3.73078, 2.56180, -3.04718], [-3.62226, 0.09383, -3.15462], [-1.49167, -1.07201, -2.69007], [-0.34716, -5.19052, -4.96376], [-0.40564, -3.80330, -4.91453], [-1.60380, -3.14840, -5.17097], [-2.74335, -3.88075, -5.48077], [-2.68277, -5.26754, -5.53846], [-1.48546, -5.92267, -5.27861], [0.58533, -5.70118, -4.75779], [0.48315, -3.23194, -4.67562], [-1.64975, -2.06673, -5.12960], [-3.67796, -3.37053, -5.67824], [-3.56942, -5.83838, -5.78541], [-1.43890, -7.00374, -5.32154]]}

4.
{"formula": "C18H17ClIN2O9P2SrTe", "method": "ωB97M-V/def2-TZVPD", "gap_ev": [5.949, 5.945], "spin_multiplicity": 1, "lumo_ev": [1.0, 1.0], "charge": -1, "energy_ha": -3222.5889, "elements": ["Sr", "Cl", "C", "C", "C", "I", "C", "O", "C", "N", "C", "C", "C", "C", "H", "H", "H", "H", "O", "P", "O", "O", "O", "P", "O", "O", "O", "H", "H", "O", "N", "C", "C", "C", "C", "C", "C", "Te", "C", "C", "C", "H", "H", "H", "H", "H", "H", "H", "H", "H", "H", "H"], "positions_angstrom": [[0.46642, 0.67537, 0.96240], [4.91223, 4.97500, 4.93509], [3.51639, 4.15805, 4.26124], [2.40996, 3.97073, 5.03699], [1.27490, 3.32953, 4.52793], [-0.38243, 3.10050, 5.76630], [1.18065, 2.84644, 3.21772], [0.15511, 2.28092, 2.71936], [2.39314, 3.04021, 2.42123], [2.36223, 2.55110, 1.15359], [3.40458, 2.69992, 0.37413], [4.57965, 3.35141, 0.78541], [4.64459, 3.84069, 2.05738], [3.54117, 3.69604, 2.92669], [2.40993, 4.32540, 6.05871], [3.32845, 2.28196, -0.62473], [5.41334, 3.44611, 0.10321], [5.53484, 4.33889, 2.41681], [0.22840, -3.27620, -0.47611], [-0.49180, -2.75609, 0.86309], [-1.45321, -3.74021, 1.36658], [-0.87918, -1.29676, 0.63839], [0.79130, -2.69319, 1.90901], [2.11324, -1.80841, 1.62949], [3.30764, -2.75584, 2.11221], [2.03892, -0.55855, 2.45813], [2.21784, -1.56960, 0.14593], [1.10025, -2.82854, -0.53282], [3.46414, -2.63480, 3.05571], [-0.25801, 2.21346, -1.27950], [0.51822, 1.43760, -1.76509], [-5.70805, -2.87344, -3.30947], [-4.34412, -2.28672, -3.06932], [-3.20097, -2.91341, -3.53789], [-1.93127, -2.37979, -3.33349], [-0.73068, -3.15078, -3.81606], [-1.82527, -1.17485, -2.63543], [0.17108, -0.46862, -2.40700], [-2.95402, -0.53519, -2.12882], [-2.84529, 0.72851, -1.33243], [-4.19945, -1.09959, -2.36268], [-5.63778, -3.91193, -3.63134], [-6.24178, -2.31718, -4.08362], [-6.31207, -2.83777, -2.40233], [-3.28807, -3.85824, -4.06353], [-1.04802, -4.03277, -4.37047], [-0.13538, -3.48892, -2.96453], [-0.09492, -2.55339, -4.47431], [-2.10753, 0.57635, -0.54475], [-3.79034, 0.97148, -0.84937], [-2.54051, 1.57380, -1.94910], [-5.07845, -0.60870, -1.95857]]}

5.
{"formula": "C4H8O2", "method": "ωB97M-V/def2-TZVPD", "gap_ev": 11.711, "spin_multiplicity": 1, "lumo_ev": 1.0, "energy_ha": -307.6907, "smiles": "CCCOC=O", "elements": ["C", "C", "C", "O", "C", "O", "H", "H", "H", "H", "H", "H", "H", "H"], "positions_angstrom": [[-2.06552, 0.17769, -0.31718], [-0.79941, 0.57098, 0.44117], [0.34360, -0.38081, 0.13245], [1.57886, 0.26309, 0.49429], [2.67833, -0.24480, -0.06653], [2.72137, -1.20104, -0.79649], [-2.39321, -0.83649, -0.06176], [-2.88831, 0.86265, -0.09171], [-1.89110, 0.20852, -1.39906], [-0.98730, 0.59566, 1.52095], [-0.49056, 1.58137, 0.15006], [0.26308, -1.31952, 0.69244], [0.37993, -0.63210, -0.93214], [3.55023, 0.35482, 0.23351]]}

6.
{"formula": "C11H17BFeN6O3S", "method": "ωB97M-V/def2-TZVPD", "gap_ev": [7.701, 8.193], "spin_multiplicity": 5, "lumo_ev": [0.4, 0.2], "energy_ha": -2670.3404, "s2": 6.026, "elements": ["H", "N", "B", "N", "C", "Fe", "H", "C", "H", "C", "H", "C", "H", "H", "H", "N", "N", "N", "N", "C", "C", "H", "H", "C", "C", "C", "C", "H", "H", "H", "H", "H", "C", "S", "O", "O", "O", "H", "H", "H"], "positions_angstrom": [[-0.12204, 3.01921, 1.62873], [-0.02906, 1.87710, -0.11916], [0.52648, 0.69762, -2.27284], [0.57285, 1.93425, -1.32831], [1.33775, 3.05027, -1.33783], [-0.89075, -1.12515, 0.15290], [1.90791, 3.31885, -2.21135], [1.19502, 3.68813, -0.10502], [1.68398, 4.58930, 0.20556], [0.29801, 2.92115, 0.64165], [0.96617, 0.95694, -3.36080], [-1.19019, -2.98679, 0.45084], [-2.16604, -3.01752, 0.99271], [-0.38185, -3.44131, 1.05885], [-1.28130, -3.52887, -0.50649], [-0.94764, 0.19237, -2.34384], [1.33558, -0.39589, -1.54050], [-1.53898, -0.44386, -1.22175], [0.86812, -0.91470, -0.33152], [-1.77560, 0.07540, -3.38411], [2.63073, -0.72762, -1.69079], [-1.46594, 0.47439, -4.34595], [3.17361, -0.34651, -2.53972], [-2.94832, -0.58262, -2.97751], [3.02170, -1.51171, -0.60308], [-2.79289, -0.87582, -1.62636], [1.92086, -1.55555, 0.24959], [-3.79098, -0.80812, -3.60033], [3.98390, -1.95810, -0.43085], [-3.41919, -1.45798, -0.94910], [1.83089, -1.93954, 1.25030], [-0.74860, 1.19525, 0.13896], [-0.59928, -0.13853, 4.82594], [0.17494, 0.04994, 3.22556], [1.07878, 1.19916, 3.30772], [0.82628, -1.24403, 3.00002], [-0.97745, 0.31732, 2.29331], [0.13982, -0.50342, 5.54532], [-1.40003, -0.87378, 4.70900], [-1.00721, 0.82079, 5.15023]]}